ORCA calculation (the ωB97M-V functional and the def2-TZVPD basis) on an isolated molecule of C13H17F2N5O3 in a non-equilibrium geometry.

Its energy is -32783.936 eV. The calculation puts the HOMO energy at -9.63 eV. The multiplicity is 1. For the LUMO energy, the calculation gives 0.31 eV. The calculation puts the molar mass at 329.31 u. As for the HOMO-LUMO gap: 0.366 hartree.

The geometry in XYZ format:
```
40
Properties=species:S:1:pos:R:3:lowdin_charge:R:1
O 1.588 3.316 2.184 0.074
O 0.699 0.749 -1.531 0.039
F 2.811 -3.780 -0.947 0.069
F 3.753 -3.012 -2.880 0.086
N -1.565 1.901 3.393 0.077
N -2.393 1.344 2.559 0.022
O 0.892 3.415 4.382 -0.037
C 0.772 3.029 3.075 -0.393
C 0.081 -0.297 -1.769 -0.339
C -0.408 2.197 2.678 -0.166
C -0.592 1.707 1.412 0.006
N 0.809 -1.484 -1.873 -0.036
N -1.868 1.238 1.331 -0.074
N -2.169 -1.379 -1.147 -0.021
C 2.108 4.081 4.725 -0.064
C 0.245 -2.753 -2.357 -0.143
C 2.244 -1.573 -1.691 -0.028
C 1.427 -3.593 -2.808 -0.058
C 2.653 -3.008 -2.077 -0.474
C -2.252 -0.973 0.278 -0.130
C -2.134 0.990 -1.157 -0.068
C -2.541 0.518 0.230 -0.238
C -1.484 -0.267 -1.872 -0.185
H 0.098 1.802 0.599 0.116
H -3.094 -1.530 -1.526 0.111
H 2.993 3.511 4.428 0.093
H 2.130 4.154 5.836 0.101
H 2.181 5.089 4.315 0.092
H -0.495 -2.614 -3.206 0.139
H -0.284 -3.191 -1.480 0.122
H 2.785 -0.878 -2.339 0.140
H 2.476 -1.398 -0.634 0.144
H 1.627 -3.542 -3.873 0.124
H 1.242 -4.624 -2.528 0.122
H -3.025 -1.554 0.784 0.123
H -1.322 -1.164 0.826 0.127
H -3.060 1.271 -1.681 0.121
H -1.491 1.867 -1.107 0.109
H -3.611 0.684 0.370 0.147
H -1.824 -0.247 -2.921 0.150
```